Below is a molecular structure, C33H33BrN5O4Re, with properties calculated with wB97M-V/def2-TZVPD.

Summary:
* gap between HOMO and LUMO (alpha / beta): 7.21 / 5.93 eV
* spin multiplicity: 4
* energy relative to the best compared isomer or geometry (same formula, charge and spin): 131.4 kJ/mol
* strongest force on any atom: 0.60 eV Å⁻¹
* energy: -4503.5071 a.u.
* charge: +3

Geometry (Å):
Re -0.15489 0.18156 -0.44772
C -2.17236 -2.54587 -3.30781
O -2.26449 -1.14276 -3.79552
C -1.72261 -0.40090 -2.89349
N -1.23351 -0.95700 -1.83599
C -1.36473 -2.44354 -1.98957
C -2.05303 -3.13284 -0.84052
C -1.79379 -4.48277 -0.64560
C -2.45524 -5.17933 0.35897
C -3.36828 -4.52714 1.17431
C -3.63275 -3.17955 0.97865
C -2.97706 -2.48787 -0.03108
C -1.58362 1.04307 -3.09034
C -2.18959 1.71031 -4.12792
C -1.93246 3.06807 -4.27030
C -1.02697 3.65940 -3.40933
C -0.43567 2.90358 -2.40742
N -0.74325 1.61009 -2.19097
C 0.66690 3.47446 -1.61073
N 1.30789 2.80161 -0.75537
C 2.39869 3.71455 -0.25099
C 2.13979 5.03147 -1.01613
O 1.00536 4.71282 -1.89914
C 2.36028 3.84511 1.25397
C 3.45815 3.47742 2.02098
C 3.42042 3.60838 3.40757
C 2.28587 4.10741 4.02730
C 1.18342 4.48012 3.26554
C 1.22138 4.34807 1.88373
H -1.68692 -3.11819 -4.09042
H -3.19118 -2.88549 -3.15229
H -0.35377 -2.83225 -2.12084
H -1.07314 -4.99857 -1.27356
H -2.25949 -6.23430 0.49986
H -3.88639 -5.07215 1.95231
H -4.36673 -2.67823 1.59625
H -3.23269 -1.44796 -0.21714
H -2.84002 1.17360 -4.80598
H -2.39803 3.64010 -5.06255
H -0.73525 4.69517 -3.51838
H 3.35089 3.27597 -0.54997
H 2.96536 5.34320 -1.64683
H 1.82772 5.84963 -0.37408
H 4.35862 3.11153 1.53761
H 4.28735 3.34075 3.99747
H 2.26599 4.22960 5.10257
H 0.30926 4.89958 3.74791
H 0.37159 4.67978 1.29163
N -1.85611 1.10642 0.49083
C -1.69306 1.54716 1.93084
C -1.01298 0.45089 2.73225
C 0.49762 0.55814 2.68964
N 1.04391 0.71491 1.28718
H -2.18994 1.89153 -0.06741
H -2.61307 0.41983 0.46944
H -2.68376 1.78141 2.31448
H -1.10428 2.46476 1.91831
H -1.34323 -0.53007 2.37416
H -1.33077 0.50857 3.77290
H 0.95732 -0.31573 3.14434
H 0.83203 1.43993 3.23695
H 1.88046 0.13754 1.21096
H 1.37199 1.66918 1.18733
Br 3.12516 -2.90653 -2.51838
C 2.55774 -3.77943 -0.95704
C 3.05770 -5.04656 -0.73413
C 2.64847 -5.77299 0.38004
C 1.71777 -5.25564 1.27906
C 1.20784 -3.99980 1.06132
C 1.63218 -3.23398 -0.04907
C 1.06510 -1.93793 -0.17567
O 0.05933 -1.53115 0.57143
O 1.40531 -1.00260 -1.00895
H 3.76815 -5.46814 -1.43150
H 3.06099 -6.76128 0.54089
H 1.40148 -5.83320 2.13667
H 0.47961 -3.58495 1.74451

---

Below is a molecular structure, C33H33CsFN7O3Se in a non-equilibrium geometry, with properties calculated with wB97M-V/def2-TZVPD.

Summary:
* gap between HOMO and LUMO: 1.91 eV
* energy relative to the best compared isomer or geometry (same formula, charge and spin): 0.0 kJ/mol
* strongest force on any atom: 5.57 eV Å⁻¹
* energy: -4407.6584 a.u.
* charge: -2

Geometry (Å):
Cs -1.97613 1.82242 1.21874
C 2.77539 -1.07153 -1.54869
C 3.92537 -0.35512 -0.80181
C 4.85424 0.35277 -1.75396
C 5.98201 0.93699 -0.99657
C 5.42563 1.93234 0.00431
C 6.12838 3.07379 0.37541
C 5.62410 3.85373 1.44605
F 6.36203 4.94937 1.81333
C 4.42318 3.59225 2.01676
C 3.62440 2.53393 1.52255
C 2.33981 2.36631 2.17346
O 1.81293 3.25803 2.76576
C 1.74032 1.04171 1.89168
C 2.25881 0.20296 0.95975
N 3.40471 0.56661 0.20800
C 4.19667 1.65279 0.60283
C 0.60042 0.45433 2.72341
O 0.50058 0.74623 3.93280
O -0.06724 -0.36269 2.05390
H 3.02777 -1.51448 -2.50759
H 1.95343 -0.33621 -1.79775
H 2.33356 -1.86595 -0.94192
H 4.57141 -1.13139 -0.38056
H 4.33473 1.05857 -2.38418
H 5.21592 -0.35253 -2.47429
H 6.79972 1.42937 -1.50897
H 6.42437 0.05223 -0.55345
H 7.12297 3.29121 -0.00520
H 4.09120 4.26441 2.76446
H 1.65268 -0.67237 0.59145
Se -2.88668 2.36288 -3.02420
N -3.18739 3.30171 -1.43760
C -3.34122 4.59870 -1.84591
C -3.55072 5.58896 -0.91250
C -3.70103 6.94866 -1.30308
C -3.69728 7.27062 -2.63856
C -3.53226 6.24368 -3.64893
C -3.39635 4.88614 -3.26800
N -3.22143 3.77438 -4.07227
H -3.73777 5.25904 0.15900
H -3.81056 7.65017 -0.61472
H -3.75567 8.32167 -3.01489
H -3.69720 6.55542 -4.60490
C -5.45622 -2.26392 2.12290
C -3.83514 -1.93372 1.97991
N -3.60511 -0.53625 2.18930
C -4.48464 0.25493 2.77092
N -4.28860 1.54411 2.80899
C -5.20510 2.36940 3.49012
C -6.62783 2.03908 3.03683
C -6.93702 0.58525 3.31257
N -5.69834 -0.26679 3.42437
C -5.87717 -1.69497 3.42422
H -5.61653 -3.35482 2.15193
H -6.00324 -1.86645 1.26330
H -3.56546 -2.24526 0.95770
H -3.31487 -2.55668 2.72482
H 1.36293 -7.58821 -4.32606
H -4.97525 3.42877 3.17394
H -5.08955 2.36583 4.60856
H -6.87931 2.24242 1.97103
H -7.35991 2.58589 3.64023
H -7.44663 0.22104 2.36558
H -7.48149 0.49930 4.23546
H -6.93635 -2.01087 3.61596
H -5.30089 -2.14514 4.20410
N 2.24514 -7.88044 -4.94241
C 3.37644 -8.03344 -4.11993
C 3.34012 -8.19827 -2.68956
C 4.46309 -8.13305 -1.90045
C 5.68001 -8.34509 -2.54024
C 5.78468 -8.36698 -3.99907
C 4.65405 -8.06529 -4.74141
H 2.40020 -8.25907 -2.33015
H 4.60740 -8.14817 -0.80380
H 6.54650 -8.30353 -1.98559
H 6.76787 -8.54449 -4.41377
H 4.80846 -7.92722 -5.86343

---

Below is 6 unconnected molecules or ions with the total composition C33H33F5N3O4S2 in a non-equilibrium geometry, with properties calculated with wB97M-V/def2-TZVPD.

Summary:
* gap between HOMO and LUMO: 7.98 eV
* strongest force on any atom: 7.12 eV Å⁻¹
* energy: -3038.0720 a.u.
* charge: -1

Geometry (Å):
N -2.27131 3.93966 1.92491
C -0.92805 3.88070 2.31740
C 0.31885 3.80045 1.20541
S 0.63235 2.06942 0.56784
O 1.31831 1.12018 1.60147
O -0.79065 1.44297 0.29685
N 1.49530 1.96952 -0.94296
S 2.36157 3.43328 -1.32901
O 3.21554 4.01754 -0.17291
O 3.39570 3.03705 -2.45359
C 1.24646 4.74142 -2.16580
N 0.14202 4.09953 -2.98997
H -2.88402 3.98738 2.79405
H -0.74922 3.91952 3.48789
H -0.00727 4.49862 0.32566
H 1.31389 4.26165 1.67644
H 0.81758 5.52537 -1.41109
H 1.95110 5.34078 -2.91992
H -0.18685 3.19366 -2.56874
H -0.67516 4.76694 -2.90001
F 8.42565 0.12383 0.56388
C 7.67752 0.33292 -0.52754
C 8.29929 0.53611 -1.75464
C 7.52062 0.74874 -2.89219
C 6.12757 0.76667 -2.78783
C 5.51300 0.56675 -1.55079
C 6.29163 0.34305 -0.41558
H 9.38268 0.52708 -1.81498
H 7.99689 0.90087 -3.85758
H 5.52073 0.93700 -3.67457
H 4.42872 0.58523 -1.47131
H 5.83024 0.17695 0.55223
F -3.59954 2.71528 3.86041
C -3.85595 1.40457 3.75599
C -2.81382 0.52237 3.49269
C -3.07953 -0.84300 3.38898
C -4.38759 -1.31014 3.53906
C -5.42760 -0.41615 3.79813
C -5.15979 0.94773 3.91286
H -1.80552 0.90440 3.37085
H -2.27053 -1.54178 3.19107
H -4.59507 -2.37467 3.45365
H -6.44549 -0.78162 3.91048
H -5.95479 1.65556 4.12281
F -2.52876 3.85789 -3.88741
C -2.78518 2.54718 -3.99183
C -1.74304 1.66497 -4.25513
C -2.00875 0.29961 -4.35884
C -3.31682 -0.16753 -4.20876
C -4.35682 0.72646 -3.94969
C -4.08902 2.09033 -3.83496
H -0.73475 2.04700 -4.37697
H -1.19976 -0.39918 -4.55675
H -3.52430 -1.23206 -4.29417
H -5.37472 0.36099 -3.83734
H -4.88402 2.79816 -3.62501
F 6.89740 -3.81490 -4.69273
C 7.83164 -3.98084 -3.74706
C 8.07454 -2.95690 -2.83810
C 9.04360 -3.13122 -1.85012
C 9.76730 -4.32466 -1.78892
C 9.51968 -5.34454 -2.70895
C 8.54289 -5.17421 -3.68971
H 7.50840 -2.03370 -2.90626
H 9.23562 -2.33978 -1.12992
H 10.52615 -4.45846 -1.02092
H 10.08706 -6.27091 -2.66189
H 8.33127 -5.96003 -4.40723
F -8.59119 -1.54901 3.84399
C -8.96589 -2.65244 4.50478
C -8.06091 -3.28359 5.35112
C -8.45227 -4.42959 6.04329
C -9.74218 -4.93836 5.87274
C -10.64163 -4.30056 5.01710
C -10.25358 -3.14837 4.33379
H -7.06058 -2.87873 5.46465
H -7.75472 -4.92599 6.71334
H -10.04555 -5.83477 6.40938
H -11.64370 -4.70073 4.88280
H -10.94283 -2.63491 3.67167